(1)
Entry from OMol25: a 11-piece molecular cluster, C28H58BCl20FO4P overall in a non-equilibrium geometry (wB97M-V/def2-TZVPD).

Last column: Löwdin charge in e.
CARTESIAN COORDINATES (ANGSTROEM)
C (-0.95, -3.02, -0.72)  -0.125
C (-0.40, -2.85, -2.21)  -0.220
C (-0.86, -1.42, -2.71)  -0.248
C (0.32, -0.39, -2.71)  -0.195
C (1.24, -0.47, -1.42)  -0.210
C (1.47, 0.92, -0.75)  -0.205
C (2.16, 0.89, 0.67)  -0.180
C (2.91, -0.45, 1.03)  -0.178
C (4.13, -0.09, 1.96)  -0.152
C (4.42, -1.09, 3.14)  -0.493
P (6.21, -1.69, 2.89)  0.960
O (6.37, -2.31, 1.31)  -0.327
O (6.51, -3.05, 3.91)  -0.319
O (4.21, -0.26, 4.30)  -0.083
B (2.73, -0.39, 4.57)  -0.753
C (2.32, -0.13, 6.14)  -0.106
C (0.76, -0.18, 6.39)  -0.424
C (-0.10, 0.49, 5.26)  -0.117
C (0.21, -1.64, 6.60)  -0.103
O (2.17, -1.60, 3.89)  -0.030
C (3.39, -2.24, 3.51)  -0.268
C (3.30, -3.56, 2.68)  -0.236
F (2.78, -3.41, 1.38)  -0.032
C (2.31, -4.53, 3.46)  -0.176
C (0.81, -4.28, 3.02)  -0.167
H (-2.00, -3.38, -0.68)  -0.032
H (-0.95, -1.98, -0.29)  0.069
H (-0.23, -3.63, -0.12)  0.067
H (0.71, -2.91, -2.17)  0.098
H (-0.80, -3.69, -2.84)  0.093
H (-1.26, -1.52, -3.76)  -0.013
H (-1.70, -1.03, -2.07)  0.091
H (-0.10, 0.65, -2.81)  0.100
H (0.92, -0.57, -3.64)  0.083
H (2.25, -0.82, -1.78)  0.109
H (0.91, -1.22, -0.66)  0.090
H (0.45, 1.37, -0.60)  0.100
H (2.02, 1.65, -1.40)  0.104
H (1.38, 1.07, 1.46)  0.113
H (2.90, 1.73, 0.73)  0.096
H (3.34, -0.97, 0.13)  0.104
H (2.16, -1.13, 1.49)  0.102
H (4.08, 0.95, 2.36)  0.119
H (5.05, -0.09, 1.29)  0.079
H (6.79, -1.61, 0.80)  0.021
H (6.42, -3.82, 3.33)  0.021
H (2.29, 0.59, 4.00)  0.101
H (2.78, -0.92, 6.80)  0.095
H (2.78, 0.85, 6.44)  0.098
H (0.55, 0.38, 7.35)  0.115
H (0.39, 1.45, 4.97)  0.067
H (-1.16, 0.68, 5.59)  0.065
H (-0.16, -0.15, 4.34)  0.079
H (0.64, -2.07, 7.54)  0.066
H (-0.90, -1.55, 6.76)  0.066
H (0.34, -2.30, 5.71)  0.067
H (3.81, -2.62, 4.49)  0.156
H (4.29, -4.08, 2.69)  0.128
H (2.56, -5.60, 3.30)  0.071
H (2.38, -4.25, 4.55)  0.113
H (0.60, -3.19, 2.86)  0.079
H (0.58, -4.77, 2.05)  0.015
H (0.11, -4.62, 3.83)  0.036
C (1.02, -8.24, 3.97)  -0.999
Cl (0.51, -7.46, 2.47)  0.536
Cl (0.67, -7.22, 5.38)  0.529
H (0.49, -9.18, 4.08)  0.020
H (2.09, -8.42, 3.93)  0.025
C (-1.73, 4.49, -4.56)  -1.029
Cl (-1.87, 2.92, -5.37)  0.492
Cl (-2.06, 4.35, -2.83)  0.527
H (-0.72, 4.87, -4.70)  -0.007
H (-2.46, 5.17, -4.99)  -0.064
C (-5.00, 7.19, -4.47)  -1.046
Cl (-5.51, 5.61, -5.07)  0.557
Cl (-3.34, 7.55, -4.93)  0.549
H (-5.66, 7.95, -4.89)  0.022
H (-5.08, 7.20, -3.39)  -0.074
C (-1.84, -0.85, -6.81)  -0.977
Cl (-0.15, -1.08, -6.39)  0.512
Cl (-2.85, -0.99, -5.37)  0.539
H (-1.95, 0.14, -7.25)  0.015
H (-2.16, -1.61, -7.53)  0.028
C (2.57, 6.69, -2.01)  -1.029
Cl (3.70, 5.48, -1.41)  0.512
Cl (1.48, 6.01, -3.22)  0.507
H (1.98, 7.06, -1.18)  0.027
H (3.13, 7.50, -2.46)  0.022
C (-5.72, 4.05, -1.90)  -1.042
Cl (-6.82, 3.05, -0.94)  0.505
Cl (-5.32, 5.55, -1.07)  0.491
H (-4.81, 3.49, -2.08)  -0.063
H (-6.21, 4.28, -2.85)  -0.023
C (2.50, 1.53, -7.77)  -1.009
Cl (2.53, 0.04, -8.72)  0.490
Cl (0.98, 1.71, -6.89)  0.470
H (3.31, 1.51, -7.06)  0.029
H (2.62, 2.37, -8.45)  0.023
C (-4.72, 0.00, -1.99)  -0.999
Cl (-4.05, 1.17, -3.13)  0.501
Cl (-4.59, 0.53, -0.31)  0.507
H (-5.76, -0.18, -2.24)  0.028
H (-4.15, -0.93, -2.10)  0.011
C (-6.36, 9.37, -1.16)  -0.985
Cl (-7.22, 7.90, -1.63)  0.501
Cl (-5.09, 9.73, -2.33)  0.543
H (-7.06, 10.20, -1.10)  0.027
H (-5.90, 9.20, -0.18)  0.032
C (-3.24, -6.11, 1.01)  -0.998
Cl (-3.75, -4.60, 0.23)  0.551
Cl (-2.41, -5.79, 2.53)  0.523
H (-4.12, -6.72, 1.20)  0.021
H (-2.57, -6.63, 0.34)  0.028

2S+1 = 1
LUMO = 1.50 eV
Net charge = -1
Frontier orbital gap = 5.3 eV

=====

(2)
Entry from OMol25: a 3-piece molecular cluster, C28H58N5O2 overall in a non-equilibrium geometry (wB97M-V/def2-TZVPD).

Last column: Löwdin charge in e.
CARTESIAN COORDINATES (ANGSTROEM)
C (-3.71, 6.20, 0.73)  0.016
C (-3.89, 4.74, 0.38)  -0.168
N (-2.99, 3.98, -0.56)  0.007
C (-2.70, 2.59, -0.02)  -0.141
N (-1.49, 2.49, 0.93)  0.021
C (-0.30, 2.72, -0.01)  -0.196
C (1.10, 2.05, 0.55)  -0.161
C (0.88, 0.59, 1.30)  -0.203
C (2.34, -0.16, 1.57)  -0.198
C (2.73, -1.07, 0.26)  -0.204
C (4.08, -0.49, -0.53)  -0.190
C (3.92, -0.65, -2.16)  -0.232
C (3.97, -2.21, -2.69)  -0.208
C (3.20, -2.22, -4.17)  -0.201
C (1.55, -2.18, -4.01)  -0.212
C (0.85, -3.54, -4.62)  -0.186
C (0.54, -4.60, -3.39)  -0.175
N (-0.69, -4.19, -2.60)  -0.160
C (-1.89, -3.36, -2.99)  -0.057
C (-2.95, -3.27, -1.72)  -0.106
C (-2.27, -4.14, -0.49)  -0.074
C (-0.85, -4.66, -1.14)  -0.054
N (-3.45, 1.45, -0.35)  -0.020
C (-4.61, 1.50, -1.31)  -0.147
C (-5.87, 0.52, -0.95)  -0.213
C (-6.75, 0.37, -2.36)  -0.123
C (-3.03, 0.09, 0.26)  -0.094
C (-3.82, -0.16, 1.67)  -0.236
N (-3.05, 0.24, 2.91)  -0.050
H (-4.00, 7.10, 0.05)  0.076
H (-3.17, 6.45, 1.76)  0.089
H (-4.79, 4.18, 0.93)  0.132
H (-3.33, 3.97, -1.54)  0.120
H (-1.56, 3.40, 1.48)  0.131
H (-0.14, 3.89, -0.08)  0.128
H (-0.55, 2.37, -1.12)  0.138
H (1.80, 1.84, -0.38)  0.123
H (1.70, 2.78, 1.25)  0.093
H (0.31, -0.09, 0.51)  0.092
H (0.23, 0.67, 2.28)  0.097
H (2.17, -0.89, 2.49)  0.113
H (3.14, 0.66, 1.82)  0.109
H (2.90, -2.18, 0.67)  0.111
H (1.90, -1.15, -0.56)  0.091
H (4.16, 0.65, -0.23)  0.106
H (4.98, -1.14, -0.18)  0.112
H (2.90, -0.20, -2.57)  0.107
H (4.78, -0.07, -2.72)  0.118
H (5.07, -2.60, -2.82)  0.114
H (3.38, -2.89, -1.93)  0.104
H (3.51, -3.20, -4.78)  0.112
H (3.55, -1.23, -4.73)  0.116
H (1.09, -1.25, -4.56)  0.109
H (1.22, -2.11, -2.89)  0.096
H (1.59, -4.10, -5.36)  0.114
H (-0.15, -3.34, -5.22)  0.103
H (0.33, -5.65, -3.87)  0.130
H (1.47, -4.72, -2.68)  0.133
H (-2.10, -2.86, -4.05)  0.105
H (-3.99, -2.70, -1.76)  0.057
H (-2.74, -4.30, 0.58)  0.073
H (-0.11, -5.34, -0.53)  0.109
H (-5.07, 2.60, -1.41)  0.146
H (-4.15, 1.28, -2.39)  0.155
H (-6.61, 0.93, -0.14)  0.121
H (-5.58, -0.58, -0.65)  0.099
H (-6.10, 0.71, -3.30)  0.085
H (-6.97, -0.79, -2.55)  0.091
H (-7.78, 0.92, -2.32)  0.085
H (-1.87, -0.05, 0.31)  0.124
H (-3.42, -0.76, -0.49)  0.105
H (-4.08, -1.31, 1.76)  0.128
H (-4.86, 0.41, 1.71)  0.120
H (-2.85, -0.59, 3.54)  0.087
H (-2.08, 0.58, 2.66)  0.037
C (1.48, 4.75, 4.43)  -0.090
C (2.51, 3.67, 4.18)  -0.315
O (2.88, 3.66, 2.81)  -0.117
H (0.59, 4.59, 3.81)  0.066
H (1.18, 4.77, 5.48)  0.079
H (1.88, 5.74, 4.16)  0.076
H (2.10, 2.69, 4.43)  0.114
H (3.40, 3.83, 4.79)  0.113
H (3.25, 4.54, 2.60)  0.098
C (5.28, -1.45, 4.02)  -0.091
C (4.68, -2.80, 3.71)  -0.327
O (4.93, -3.14, 2.36)  -0.102
H (4.86, -0.68, 3.37)  0.059
H (5.10, -1.17, 5.06)  0.076
H (6.36, -1.45, 3.85)  0.077
H (3.60, -2.78, 3.87)  0.106
H (5.11, -3.58, 4.36)  0.109
H (5.89, -3.16, 2.23)  0.091

2S+1 = 1
LUMO = -4.31 eV
Net charge = +1
Frontier orbital gap = 5.4 eV

=====

The highest frontier orbital gap belongs to which entry?
C28H58N5O2